22
Properties=species:S:1:pos:R:3:mulliken_charge:R:1 method="wB97M-V/def2-TZVPD" charge=+1 spin_multiplicity=2 de_lowest_kj_mol=462.1
C 2.780 -0.497 -0.102 0.155
C 3.231 0.926 0.113 -1.054
C 2.086 -0.816 -1.281 -0.498
N -0.263 -0.333 0.867 -0.597
C -0.940 -1.037 0.069 0.044
C -2.423 -0.655 -0.029 -0.200
C -2.538 0.810 -0.394 -1.156
H 1.520 -0.577 -0.105 0.212
H 3.427 -1.282 0.268 0.386
H 2.426 1.667 0.166 0.365
H 3.814 1.216 -0.756 0.326
H 3.696 1.084 1.079 0.372
H 1.601 -0.119 -1.951 0.335
H 2.328 -1.777 -1.727 0.320
H -3.800 0.813 2.584 -0.037
H -0.504 -1.916 -0.401 0.454
H -3.183 1.115 2.862 0.039
H -2.757 -0.834 0.993 0.182
H -2.965 -1.364 -0.657 0.331
H -3.568 1.107 -0.555 0.300
H -1.929 1.393 0.290 0.368
H -2.037 1.076 -1.333 0.355

25
Properties=species:S:1:pos:R:3:mulliken_charge:R:1 method="wB97M-V/def2-TZVPD" charge=+1 spin_multiplicity=1 de_lowest_kj_mol=199.4
C 0.078 -0.933 0.697 -0.655
N 1.350 -1.671 0.486 -0.601
C -0.284 -0.150 -0.527 -0.351
N 0.968 0.796 -0.690 -0.190
C 0.543 2.197 -0.552 -0.413
C 1.653 3.118 -0.911 -1.407
H -0.588 -1.649 1.144 0.385
H 0.393 -0.176 1.456 0.385
H 1.256 -2.383 -0.265 0.221
H 1.723 -2.187 1.290 0.239
H -0.431 -0.699 -1.461 0.350
H -1.095 0.581 -0.417 0.278
H 1.600 0.444 0.061 0.443
H 1.526 0.690 -1.540 0.388
H 0.148 2.485 0.479 0.318
H -0.386 2.478 -1.037 0.433
H 1.832 3.312 -1.961 0.395
H 1.391 4.163 -0.677 0.388
H 2.630 3.071 -0.422 0.377
H -2.790 -4.687 -0.834 0.307
H -3.165 -5.697 -1.895 0.330
O -2.411 -5.394 -1.377 -0.637
H -1.609 0.340 3.567 0.301
H -2.546 1.269 2.703 0.289
O -1.787 0.684 2.684 -0.574

9
Properties=species:S:1:pos:R:3:mulliken_charge:R:1 method="wB97M-V/def2-TZVPD" charge=-1 smiles="O=S(=O)([O-])CO" spin_multiplicity=1 de_lowest_kj_mol=103.4
O 1.938 2.079 0.411 -0.695
S 2.143 0.600 0.664 0.942
O 2.106 0.220 2.063 -0.669
O 3.096 -0.046 -0.125 -0.574
C 0.365 0.035 0.189 -0.344
O 0.113 0.891 -0.854 -0.556
H 0.468 -1.063 0.118 0.260
H -0.116 0.244 1.153 0.231
H 0.949 1.476 -0.601 0.405

21
Properties=species:S:1:pos:R:3:mulliken_charge:R:1 method="wB97M-V/def2-TZVPD" spin_multiplicity=1 de_lowest_kj_mol=306.7
C -0.797 -0.484 -0.506 0.727
C 0.598 0.850 1.104 0.234
C -1.025 0.684 0.337 -0.898
C -0.209 -0.297 -1.881 -1.396
C 1.870 0.791 0.291 -1.267
N -0.571 -1.715 0.071 -0.396
O 0.615 -0.115 2.149 -0.549
O -2.595 -0.258 -0.779 -0.665
H 1.441 -0.020 2.648 0.308
H -2.943 -1.105 -0.463 0.279
H 0.483 1.844 1.549 0.324
H -0.787 -1.760 1.062 0.283
H 0.322 -2.139 -0.143 0.276
H -1.620 0.532 1.234 0.284
H -1.173 1.611 -0.206 0.427
H -0.883 -0.765 -2.604 0.368
H -0.150 0.756 -2.165 0.290
H 0.781 -0.746 -1.989 0.360
H 2.732 1.089 0.904 0.453
H 2.083 -0.226 -0.053 0.271
H 1.829 1.472 -0.562 0.284

| no. | F_max (eV Å⁻¹) | DFT total energy (a.u.) |
| --- | --- | --- |
| 1 | 3.8 | -291.88618 |
| 2 | 2.9 | -422.31675 |
| 3 | 6.1 | -739.08601 |
| 4 | 6.4 | -403.45981 |